1.
Below is a structure of composition C20H36NOP2Ti in a non-equilibrium geometry, with properties calculated with wB97M-V/def2-TZVPD.

Output
Electronic energy, Eh: -2444.98677
<S²>: 0.82
Lowest unoccupied orbital energy (spin up / spin down), eV: -6.34 / -6.33
Spin multiplicity: 2
Net charge: +2
Gap between HOMO and LUMO (spin up / spin down), eV: 5.47 / 5.47

Last column: natural (NBO) charge in e.
Geometry (Å):
P 0.003 -2.073 -2.259  1.59
P -0.080 1.788 -2.817  0.88
C -0.481 -0.900 -3.554  -0.75
C 0.416 0.345 -3.781  -0.73
H -1.506 -0.588 -3.310  0.26
H -0.554 -1.445 -4.507  0.27
H 1.459 0.133 -3.545  0.24
H 0.369 0.681 -4.838  0.27
C -1.503 2.701 -3.479  -0.95
H -1.873 3.433 -2.735  0.26
H -2.316 2.013 -3.780  0.25
H -1.138 3.258 -4.368  0.24
C 1.312 2.926 -2.838  -0.95
H 1.107 3.650 -3.647  0.25
H 2.243 2.377 -3.034  0.25
H 1.382 3.457 -1.878  0.26
C -1.330 -3.286 -2.281  -0.98
H -1.317 -3.973 -1.427  0.26
H -1.236 -3.908 -3.188  0.29
H -2.340 -2.840 -2.325  0.28
C 1.449 -3.041 -2.688  -1.01
H 2.330 -2.425 -2.873  0.28
H 1.279 -3.632 -3.601  0.28
H 1.690 -3.757 -1.894  0.26
Ti 0.575 -2.132 1.529  1.43
C 0.836 2.124 0.963  -0.22
C -0.487 2.201 1.027  -0.16
C -1.470 1.664 0.017  -0.49
C -1.826 0.139 0.092  -0.42
C -0.828 -0.927 -0.111  -0.50
C 0.478 -0.936 -0.826  -0.49
C 1.168 0.421 -0.857  -0.45
C 1.582 0.864 0.543  -0.43
C 2.598 -2.232 2.082  -1.09
H 1.483 2.868 1.388  0.22
H -0.966 2.638 1.913  0.21
H -1.161 1.903 -1.042  0.23
H -2.432 2.203 0.121  0.23
H -2.241 -0.045 1.072  0.20
H -2.684 0.006 -0.598  0.21
H -1.276 -1.935 -0.083  0.16
H 1.279 -1.620 -0.365  0.15
H 0.497 1.282 -1.239  0.25
H 2.057 0.370 -1.511  0.21
H 1.498 -0.045 1.215  0.20
H 2.659 1.153 0.477  0.23
H 3.169 -1.507 2.691  0.26
H 3.231 -2.679 1.295  0.24
H 2.224 -3.054 2.758  0.18
O 0.052 -1.037 2.894  -0.62
N -0.345 -0.303 3.996  0.05
C -1.678 -0.309 4.299  0.04
C -2.122 0.234 5.495  -0.20
C -1.238 0.843 6.383  -0.10
C 0.121 0.799 6.062  -0.21
C 0.552 0.218 4.869  0.06
H -2.359 -0.831 3.623  0.25
H -3.182 0.160 5.742  0.26
H -1.594 1.311 7.304  0.27
H 0.846 1.204 6.768  0.27
H 1.615 0.095 4.659  0.26


2.
Below is a structure of composition C20H37AsBCrN6O4P, with properties calculated with wB97M-V/def2-TZVPD.

Output
Electronic energy, Eh: -5060.54035
<S²>: 6.01
Lowest unoccupied orbital energy (spin up / spin down), eV: 0.57 / 0.47
Spin multiplicity: 5
Gap between HOMO and LUMO (spin up / spin down), eV: 8.64 / 9.18

Last column: Mulliken charge in e.
Geometry (Å):
Cr 0.965 1.058 0.703  0.13
C 1.152 0.179 -3.886  -1.28
C 1.949 -0.247 -2.816  -0.22
N 2.178 0.738 -1.959  -0.28
N 1.514 1.809 -2.444  0.54
C 0.885 1.498 -3.594  -0.27
B 1.492 3.176 -1.734  0.06
N 0.120 3.387 -1.034  -0.08
C -0.895 4.184 -1.401  -0.14
C -1.951 3.972 -0.535  -1.27
C -1.488 2.999 0.353  -0.60
N -0.237 2.665 0.042  0.74
N 2.601 3.206 -0.662  -0.29
C 3.688 3.990 -0.614  -0.15
C 4.410 3.672 0.520  -1.15
C 3.666 2.659 1.126  -0.91
N 2.588 2.381 0.401  0.76
H 0.815 -0.389 -4.737  0.42
H 2.374 -1.223 -2.641  0.57
H 0.309 2.238 -4.127  0.49
H 1.651 4.082 -2.505  -0.12
H -0.787 4.847 -2.243  0.48
H -2.913 4.455 -0.541  0.42
H -1.975 2.514 1.182  0.56
H 3.867 4.715 -1.390  0.45
H 5.331 4.113 0.860  0.40
H 3.856 2.123 2.043  0.59
C -3.204 -2.003 2.501  -1.52
C -1.839 -2.642 2.285  1.57
C -0.903 -2.330 3.445  -1.40
C -1.974 -4.145 2.094  -1.69
O -1.229 -2.183 1.048  -0.22
P -1.141 -0.684 0.505  2.20
O -0.702 0.260 1.619  -1.44
O -0.181 -0.654 -0.636  -0.81
O -2.627 -0.278 0.109  -0.44
C -3.222 -0.496 -1.210  1.71
C -2.609 0.477 -2.206  -1.30
C -4.696 -0.193 -0.994  -1.74
C -3.020 -1.941 -1.644  -1.44
H -3.661 -2.430 3.395  0.56
H -3.858 -2.196 1.650  0.20
H -3.118 -0.925 2.636  0.26
H -1.299 -2.753 4.369  0.54
H -0.780 -1.254 3.563  0.22
H 0.075 -2.776 3.257  0.15
H -2.407 -4.603 2.984  0.42
H -0.995 -4.592 1.912  0.34
H -2.617 -4.361 1.239  0.35
H -2.732 1.502 -1.855  0.18
H -3.109 0.377 -3.172  0.53
H -1.546 0.271 -2.336  0.12
H -4.818 0.821 -0.613  0.36
H -5.130 -0.891 -0.275  0.38
H -5.238 -0.281 -1.936  0.39
H -1.961 -2.153 -1.793  0.20
H -3.546 -2.115 -2.584  0.55
H -3.421 -2.627 -0.895  0.22
C 3.194 -1.545 2.890  -1.07
As 2.653 -0.914 1.121  0.84
C 4.393 -0.621 0.305  -1.17
C 2.113 -2.586 0.293  -0.75
H 4.079 -2.176 2.814  0.40
H 2.384 -2.124 3.327  0.27
H 3.410 -0.701 3.542  0.35
H 4.914 -1.571 0.193  0.46
H 4.990 0.042 0.930  0.41
H 4.236 -0.150 -0.664  0.25
H 2.950 -3.282 0.264  0.56
H 1.741 -2.367 -0.706  0.11
H 1.287 -3.008 0.862  0.04


3.
Below is a structure of composition C20H37BBeBrClCsFN2NaO13P2S in a non-equilibrium geometry, with properties calculated with wB97M-V/def2-TZVPD.

Output
Electronic energy, Eh: -6308.19856
Lowest unoccupied orbital energy, eV: -9.19
Net charge: +1
Gap between HOMO and LUMO, eV: 1.17

Last column: Mulliken charge in e.
Geometry (Å):
C 2.262 -1.487 2.647  -1.71
C 1.145 -1.835 1.658  -0.27
N 0.325 -0.649 1.514  -0.09
N -0.732 -0.523 0.564  1.35
P -1.096 -2.166 -0.268  0.24
S -1.929 -3.517 0.786  -0.19
C -2.115 -0.125 1.172  0.47
C -2.245 -0.663 2.580  -1.23
C -3.561 -1.323 2.852  -0.80
O -4.268 -1.794 2.010  -0.43
C -2.428 1.374 1.145  -0.70
P -4.147 1.897 1.610  -0.10
C -5.368 0.815 0.802  -0.95
C -4.363 1.877 3.433  -0.94
O -2.186 1.988 -0.108  -0.24
C -1.541 1.180 -1.065  -1.42
C -0.291 0.560 -0.483  1.52
C 0.529 1.655 0.219  -1.47
C 0.602 2.961 -0.557  -0.40
F 1.796 3.561 -0.240  -0.37
C 0.622 0.002 -1.574  -1.50
C 0.077 -0.305 -2.965  0.63
C 0.999 -1.364 -3.635  -3.76
O 0.160 0.878 -3.736  -0.55
H 1.914 -1.672 3.660  0.24
H 2.506 -0.433 2.552  0.29
H 3.114 -2.132 2.476  0.53
H 1.639 -2.106 0.729  0.28
H 0.619 -2.701 2.055  0.31
H 0.205 -0.062 2.326  0.27
H 0.091 -2.659 -0.809  -0.02
H -1.970 -1.764 -1.270  0.01
H -2.895 -0.605 0.580  0.81
H -2.121 0.162 3.278  0.48
H -1.474 -1.381 2.843  0.43
H -3.833 -1.399 3.916  0.46
H -1.786 1.859 1.886  0.52
H -6.093 1.431 0.286  0.44
H -5.885 0.138 1.472  0.32
H -4.874 0.208 0.048  0.25
H -3.433 1.793 3.984  0.24
H -5.060 1.100 3.737  0.32
H -4.824 2.822 3.691  0.42
H -2.242 0.429 -1.438  0.51
H -1.299 1.820 -1.902  0.68
H 1.544 1.304 0.365  0.49
H 0.118 1.875 1.199  0.59
H 0.625 2.784 -1.631  0.22
H -0.225 3.625 -0.335  0.41
H 1.340 0.791 -1.781  0.72
H 1.240 -0.808 -1.202  0.24
H -0.928 -0.730 -2.977  0.47
H 0.411 -2.261 -3.990  1.30
H 1.400 -0.866 -4.500  0.88
H 1.827 -1.683 -2.990  0.51
H -0.677 1.067 -4.167  0.35
C -0.150 1.021 6.084  -0.78
O 0.016 0.371 4.843  -0.31
H -0.793 1.894 5.960  0.32
H -0.656 0.292 6.804  0.26
H 0.804 1.339 6.489  0.36
H 0.577 -0.396 5.006  0.29
O -4.253 -4.965 2.667  -1.01
H -4.588 -4.063 2.756  0.21
Be 4.943 -0.187 2.259  0.36
B 4.992 1.124 -5.165  1.11
O 5.644 0.672 -6.394  -0.46
C 5.061 1.224 -7.447  0.60
O 5.344 1.066 -8.589  -0.51
C 3.896 2.133 -6.902  0.60
O 3.142 2.780 -7.556  -0.53
O 3.910 2.028 -5.582  -0.47
O 4.434 -0.020 -4.393  -0.32
C 4.963 -0.045 -3.196  0.66
O 4.706 -0.840 -2.331  -0.71
C 5.961 1.146 -3.084  0.46
O 6.603 1.417 -2.115  -0.60
O 5.935 1.782 -4.239  -0.52
Br 1.820 -2.747 -5.622  -0.76
Cl 0.535 -0.545 8.187  -0.24
Na -4.850 -5.558 4.735  0.96
Cs 0.784 -3.863 -3.625  0.96


4.
Below is a cluster of 4 separate species, C20H37BF13NO12PS in total in a non-equilibrium geometry, with properties calculated with wB97M-V/def2-TZVPD.

Output
Electronic energy, Eh: -3804.61723
Lowest unoccupied orbital energy, eV: 1.88
Net charge: -1
Gap between HOMO and LUMO, eV: 6.50

Last column: Mulliken charge in e.
Geometry (Å):
N 5.476 2.962 -1.204  -0.71
B 5.296 1.504 -1.247  0.37
O 5.270 0.894 -2.501  -0.59
C 5.074 0.580 0.025  1.02
C 5.013 1.245 1.413  -0.34
O 5.720 0.448 2.312  -0.52
P 5.867 -1.210 1.706  0.37
C 5.991 -2.955 0.915  -1.32
C 5.150 -3.120 -0.359  -0.47
C 4.339 -4.406 -0.496  0.77
F 4.736 -5.410 0.349  -0.33
F 4.500 -4.908 -1.780  -0.32
C 2.783 -4.350 -0.364  0.74
F 2.278 -5.509 -0.873  -0.37
F 2.285 -3.344 -1.129  -0.33
C 2.239 -4.254 1.101  0.56
F 2.188 -5.511 1.597  -0.33
F 3.052 -3.538 1.881  -0.16
C 0.749 -3.743 1.205  0.48
F 0.239 -4.256 2.330  -0.29
F 0.055 -4.235 0.174  -0.24
S 0.450 -1.861 1.326  1.42
F -0.983 -2.143 1.980  -0.38
F 1.119 -1.865 2.755  -0.30
F 1.827 -1.548 0.639  -0.23
F -0.256 -1.820 -0.108  -0.34
F 0.177 -0.308 1.470  -0.33
O 6.044 -0.442 0.132  -0.49
H 6.063 3.221 -0.420  0.28
H 4.594 3.446 -1.080  0.27
H 4.429 0.460 -2.669  0.30
H 4.107 0.083 -0.203  -0.69
H 3.971 1.439 1.720  0.19
H 5.506 2.229 1.403  0.24
H 4.423 -1.243 1.561  -0.54
H 5.693 -1.770 3.049  0.00
H 7.288 -1.154 1.929  0.01
H 7.044 -3.078 0.654  0.57
H 5.727 -3.680 1.683  0.51
H 4.494 -2.258 -0.511  -0.04
H 5.814 -3.138 -1.227  0.60
C -3.993 -1.033 0.807  -1.13
C -3.174 0.238 0.860  0.05
O -3.764 1.275 0.052  -0.40
C -4.805 1.897 0.586  0.77
O -5.276 1.702 1.678  -0.58
O -5.251 2.796 -0.295  -0.37
C -6.399 3.531 0.132  -0.40
H -4.138 -1.345 -0.229  0.31
H -3.478 -1.830 1.342  0.29
H -4.973 -0.887 1.260  0.37
H -2.191 0.075 0.429  0.13
H -3.046 0.593 1.882  0.32
H -6.225 4.005 1.095  0.05
H -7.268 2.878 0.196  0.30
H -6.563 4.291 -0.627  0.23
C 2.338 -5.285 -4.752  -1.24
C 1.786 -3.956 -4.291  0.36
O 1.824 -2.965 -5.338  -0.36
C 0.872 -3.059 -6.253  0.73
O -0.029 -3.859 -6.280  -0.56
O 1.068 -2.095 -7.159  -0.35
C 0.131 -2.098 -8.234  -0.65
H 3.344 -5.158 -5.152  0.34
H 2.383 -5.975 -3.910  0.30
H 1.711 -5.723 -5.530  0.40
H 2.404 -3.548 -3.498  -0.09
H 0.767 -4.049 -3.917  0.32
H -0.890 -2.077 -7.859  0.30
H 0.272 -2.979 -8.860  0.29
H 0.336 -1.200 -8.809  0.22
C -8.035 9.010 4.445  -1.08
C -6.872 8.689 3.532  -0.19
O -6.044 7.645 4.064  -0.37
C -6.520 6.409 3.915  0.80
O -7.544 6.109 3.356  -0.57
O -5.662 5.564 4.476  -0.34
C -6.068 4.190 4.438  -0.37
H -7.676 9.247 5.447  0.29
H -8.586 9.868 4.059  0.35
H -8.719 8.165 4.517  0.31
H -6.207 9.546 3.440  0.29
H -7.212 8.411 2.535  0.31
H -6.313 3.883 3.425  0.08
H -6.924 4.032 5.092  0.29
H -5.218 3.615 4.793  0.21